10
Properties=species:S:1:pos:R:3:mulliken_charge:R:1 method="wB97M-V/def2-TZVPD" relative_energy_kcal_mol=49.1 spin_multiplicity=1 lumo_ev=0.23 e_tot_ha=-3275.81172 total_charge=0 largest_force_ev_per_a=6.78
Br -1.1304 -1.4516 -1.6612 -0.02
S 1.3474 -0.1066 0.1619 1.06
O 0.3106 0.4586 1.3402 -0.32
O 2.3337 0.9266 0.0202 -0.53
O 1.6292 -1.4695 0.3009 -0.50
C -0.3724 -0.0536 -0.7457 -0.20
C -0.8592 0.2293 0.6065 -0.36
H -0.2578 1.0931 -1.6843 0.32
H -1.3414 -0.7180 0.9633 0.31
H -1.6598 1.0916 0.6983 0.25

---

7
Properties=species:S:1:pos:R:3:mulliken_charge:R:1 method="wB97M-V/def2-TZVPD" relative_energy_kcal_mol=110.4 spin_multiplicity=1 lumo_ev="-1.91 / -1.94" e_tot_ha=-3050.00163 total_charge=0 largest_force_ev_per_a=3.60
Br 1.9177 -1.3188 2.0378 0.03
S -1.1933 0.0085 3.5551 -0.21
C 0.4148 -0.3068 1.5941 0.02
C 0.2049 -0.0668 0.1310 -0.74
H -0.8065 0.1294 0.0031 0.24
H 0.7665 0.8162 -0.1847 0.32
H 0.7147 -0.9234 -0.4953 0.35

---

7
Properties=species:S:1:pos:R:3:mulliken_charge:R:1 method="wB97M-V/def2-TZVPD" relative_energy_kcal_mol=92.4 spin_multiplicity=1 lumo_ev="-0.95 / -0.64" e_tot_ha=-3050.03040 total_charge=0 largest_force_ev_per_a=2.36
Br 2.4077 -1.1985 -0.0471 0.00
S 1.7227 1.9029 -0.0163 -0.15
C 1.4204 0.3631 -0.1342 0.12
C -1.3937 -0.3477 -0.0278 -0.97
H -1.3608 0.0865 -0.9585 0.38
H -0.8327 -1.0351 0.5650 0.30
H -1.9635 0.2287 0.6190 0.32

---

7
Properties=species:S:1:pos:R:3:mulliken_charge:R:1 method="wB97M-V/def2-TZVPD" relative_energy_kcal_mol=76.4 spin_multiplicity=1 lumo_ev="-0.62 / -0.19" e_tot_ha=-3050.05584 total_charge=0 largest_force_ev_per_a=4.94
Br 3.0810 -0.0302 -0.0125 -0.05
S 0.1517 0.6719 0.2925 0.06
C -1.5827 0.6042 -0.0476 -0.60
C 1.4227 -0.7262 0.2644 -0.29
H -2.1249 1.4126 0.3079 0.30
H 1.0392 -1.6207 -0.3479 0.31
H -1.9871 -0.3117 -0.4568 0.28

---

8
Properties=species:S:1:pos:R:3:mulliken_charge:R:1 method="wB97M-V/def2-TZVPD" relative_energy_kcal_mol=0.0 spin_multiplicity=1 lumo_ev="-1.67 / -1.67" e_tot_ha=-2471.14266 total_charge=0 largest_force_ev_per_a=4.01
Cu 0.9464 -1.1863 -0.8686 0.41
Ca 1.7930 2.0284 -0.1255 0.98
O 0.8603 -0.0563 0.8795 -0.74
C -1.4504 -0.2867 0.5309 -0.84
C -0.3495 0.5114 0.5524 -0.01
H -2.4238 0.1064 0.2246 0.25
H -1.4198 -1.3394 0.8602 0.27
H 2.0439 0.2225 -2.0535 -0.31

---

8
Properties=species:S:1:pos:R:3:mulliken_charge:R:1 method="wB97M-V/def2-TZVPD" relative_energy_kcal_mol=0.0 spin_multiplicity=2 lumo_ev="-6.21 / -6.17" e_tot_ha=-727.79890 s2=0.755 total_charge=+1 largest_force_ev_per_a=5.35
Ce -2.0045 -1.2828 0.3845 1.72
F 1.6915 -1.8188 -0.3039 -0.54
O -0.1984 -0.5254 -0.8839 -0.62
C -0.4239 0.6385 0.9691 -0.60
C -0.2861 0.7548 -0.3724 -0.10
H 1.1486 -0.7717 -0.4836 0.48
H -0.3114 1.5418 1.5726 0.28
H 0.3843 1.4636 -0.8824 0.38

---

8
Properties=species:S:1:pos:R:3:mulliken_charge:R:1 method="wB97M-V/def2-TZVPD" relative_energy_kcal_mol=30.7 spin_multiplicity=3 lumo_ev="0.85 / -3.07" e_tot_ha=-1052.92262 s2=2.007 total_charge=0 largest_force_ev_per_a=6.48
Cl 1.5010 1.9456 -0.9903 -0.13
Cl 0.9226 1.9111 1.7280 -0.11
N -1.4756 -0.1766 -0.5254 -0.42
C 1.1537 0.8723 0.3560 0.17
C -0.3062 -0.1252 0.0231 -0.31
H 1.8250 0.0384 0.4376 0.27
H -1.6090 0.6177 -1.0916 0.26
H 0.0362 -1.1652 0.3093 0.26

---

9
Properties=species:S:1:pos:R:3:mulliken_charge:R:1 method="wB97M-V/def2-TZVPD" relative_energy_kcal_mol=113.5 spin_multiplicity=1 smiles=[NH3+]C#CN(Cl)Cl lumo_ev="-5.89 / -5.89" e_tot_ha=-1107.34433 total_charge=+1 largest_force_ev_per_a=7.29
Cl 2.9673 1.5691 0.2100 0.11
Cl 2.8064 -1.4271 0.1282 0.07
N 1.9385 0.1770 -0.1094 -0.13
N -1.7209 -0.1410 0.1168 -0.31
C -0.7702 -0.1002 -0.9942 -0.25
C 0.7225 0.2103 -0.4062 0.37
H -2.0989 0.8344 0.0952 0.39
H -2.6044 -0.5792 -0.0251 0.37
H -1.2403 -0.5432 0.9847 0.38

---

Copy entry 6 word for word.
8
Properties=species:S:1:pos:R:3:mulliken_charge:R:1 method="wB97M-V/def2-TZVPD" relative_energy_kcal_mol=0.0 spin_multiplicity=2 lumo_ev="-6.21 / -6.17" e_tot_ha=-727.79890 s2=0.755 total_charge=+1 largest_force_ev_per_a=5.35
Ce -2.0045 -1.2828 0.3845 1.72
F 1.6915 -1.8188 -0.3039 -0.54
O -0.1984 -0.5254 -0.8839 -0.62
C -0.4239 0.6385 0.9691 -0.60
C -0.2861 0.7548 -0.3724 -0.10
H 1.1486 -0.7717 -0.4836 0.48
H -0.3114 1.5418 1.5726 0.28
H 0.3843 1.4636 -0.8824 0.38